# 1
This record from the OMol25 dataset describes C10H18N5O2PS2Sr as an isolated structure. The level of theory is ωB97M-V with the def2-TZVPD basis set.

The geometry in XYZ format:
```
39
Properties=species:S:1:pos:R:3:lowdin_charge:R:1
Sr 0.245 -1.964 0.098 1.4556
C -4.791 -1.667 3.010 -0.3878
S -3.288 -0.952 3.723 0.9182
C -2.095 -0.977 2.464 -1.0729
S -2.476 -1.456 0.806 0.4783
N -0.945 -0.553 2.890 -0.1216
N 0.155 -0.673 2.133 -0.1822
C 1.227 -0.081 2.519 -0.0583
C 2.487 -0.331 1.828 -0.2628
C 3.672 0.229 2.296 0.0146
C 4.861 -0.067 1.650 -0.0142
C 4.840 -0.916 0.554 -0.0280
C 3.621 -1.433 0.148 -0.1241
N 2.469 -1.154 0.760 -0.0661
H -5.634 -1.205 3.516 0.0428
H -4.794 -2.738 3.194 0.0448
H -4.834 -1.459 1.947 -0.0135
H 1.216 0.565 3.394 0.1423
H 3.653 0.878 3.161 0.1291
H 5.793 0.354 2.001 0.1276
H 5.747 -1.185 0.032 0.1205
H 3.566 -2.110 -0.699 0.1170
N -2.824 1.278 -0.940 0.1104
C -2.403 0.550 -2.170 -0.1825
P -0.548 0.434 -2.117 0.4468
O -0.107 1.546 -1.211 -0.3342
O -0.035 -0.948 -1.832 -0.5750
C 0.074 1.011 -3.791 -0.1499
N 1.226 1.921 -3.469 0.1467
H -2.819 0.583 -0.116 0.0555
H -3.744 1.706 -1.023 0.1713
H -2.116 1.989 -0.717 0.1357
H -2.709 1.119 -3.046 0.1080
H -2.863 -0.435 -2.213 0.1085
H -0.691 1.581 -4.313 0.1068
H 0.389 0.185 -4.423 0.1130
H 1.344 2.696 -4.121 0.1747
H 2.106 1.409 -3.432 0.1714
H 1.024 2.270 -2.492 0.1336
```

Computed properties:
frontier orbital gap: 7.14 eV
highest occupied orbital energy: -13.03 eV
net charge: +2
E_tot: -53992.2639 eV



# 2
This record from the OMol25 dataset describes a 3-piece molecular cluster, C10H18NO4 overall. The level of theory is ωB97M-V with the def2-TZVPD basis set.

The geometry in XYZ format:
```
33
Properties=species:S:1:pos:R:3:lowdin_charge:R:1
C -1.173 0.429 1.393 -0.2254
C -0.477 2.045 -0.160 -0.5106
C -4.121 -0.199 0.437 -0.0938
C -3.322 -1.395 -0.040 -0.0912
C -3.103 1.013 0.259 -0.0893
C -1.958 -0.845 -0.501 -0.2608
C 3.710 -2.080 0.733 -0.0683
C 3.030 -1.311 -1.635 -0.0490
C 2.903 0.197 0.233 -0.0940
C 3.147 -1.142 -0.158 -0.3614
N -1.781 0.409 0.174 -0.0149
O -0.025 0.105 1.643 0.2051
O -1.135 2.967 -0.202 0.2729
O -0.762 -1.641 -0.351 0.0364
O 0.502 1.466 -0.342 0.2104
H -1.871 0.900 2.181 0.2290
H -5.073 -0.023 -0.162 0.1477
H -4.425 -0.402 1.472 0.1202
H -3.394 -2.113 0.765 0.1293
H -3.782 -1.879 -0.877 0.1215
H -3.268 1.547 -0.621 0.1275
H -3.134 1.685 1.084 0.1217
H -2.013 -0.663 -1.588 0.1993
H 4.842 -2.018 0.687 0.1316
H 3.573 -1.748 1.729 0.0728
H 3.516 -3.139 0.615 0.0914
H 3.097 -2.328 -2.016 0.0847
H 3.853 -0.686 -2.120 0.1266
H 2.132 -0.941 -2.009 0.0510
H 1.931 0.497 0.767 0.0812
H 3.613 0.680 0.922 0.1102
H 2.855 0.786 -0.686 0.0808
H -0.558 -1.749 0.601 0.1073
```

Computed properties:
frontier orbital gap (alpha / beta): 3.45 / 5.94 eV
highest occupied orbital energy (alpha / beta): -8.86 / -14.85 eV
spin multiplicity: 3
net charge: +1
E_tot: -20328.3035 eV



# 3
This record from the OMol25 dataset describes a single C10H18O molecule. The level of theory is ωB97M-V with the def2-TZVPD basis set.

The geometry in XYZ format:
```
29
Properties=species:S:1:pos:R:3:lowdin_charge:R:1
C 3.094 -0.076 -0.604 -0.0628
C 2.061 -0.082 0.520 -0.3903
C 1.121 -1.295 0.599 -0.1831
C 0.068 -1.304 -0.496 -0.1681
C -0.744 -0.005 -0.684 -0.2449
C 0.136 1.373 -0.566 -0.2974
C 1.188 1.155 0.527 -0.1680
C -1.993 -0.050 0.182 -0.3016
C -3.209 -0.698 -0.574 -0.0319
C -1.863 0.176 1.472 0.0490
H 3.683 0.819 -0.419 0.0718
H 2.624 0.053 -1.559 0.0581
H 3.814 -0.937 -0.726 0.0965
H 2.498 -0.002 1.566 0.1485
H 0.613 -1.087 1.625 0.1328
H 1.560 -2.300 0.670 0.1132
H -0.702 -2.144 -0.304 0.1314
H 0.518 -1.584 -1.572 0.1519
H -1.001 -0.001 -1.719 0.1126
H 0.709 1.494 -1.536 0.1580
H -1.602 2.175 0.258 0.1383
H 1.806 2.064 0.536 0.1181
H 0.769 1.236 1.597 0.1272
H -3.449 -0.111 -1.451 0.0682
H -3.144 -1.696 -0.991 0.0709
H -4.110 -0.626 0.054 0.0759
H -2.636 0.311 2.171 0.0563
H -0.996 0.717 1.810 0.0466
O -0.812 2.426 -0.386 -0.0770
```

Computed properties:
frontier orbital gap: 10.37 eV
highest occupied orbital energy: -9.48 eV
SMILES: C=C(C)[C@@H]1CC[C@@H](C)C[C@@H]1O
net charge: 0
E_tot: -12707.4258 eV



# 4
This record from the OMol25 dataset describes C10H18O15S3 as an isolated structure. The level of theory is ωB97M-V with the def2-TZVPD basis set.

The geometry in XYZ format:
```
46
Properties=species:S:1:pos:R:3:lowdin_charge:R:1
C 0.781 -0.829 4.883 -0.0100
C 1.638 -1.793 4.097 -0.2895
C 2.533 -1.186 2.982 -0.0582
O 3.839 -1.737 3.291 0.0716
C 3.825 -2.329 4.481 -0.6065
O 4.790 -2.699 5.082 0.1442
O 2.595 -2.414 4.990 0.0814
H 0.104 -0.335 4.183 0.0755
H 1.427 -0.064 5.316 0.0952
H 0.211 -1.320 5.666 0.0872
H 1.116 -2.629 3.628 0.1514
H 2.701 -0.123 3.127 0.1211
H 2.170 -1.544 2.026 0.1308
C -2.449 -0.349 -5.970 -0.1785
C -3.057 -1.452 -5.132 -0.1638
O -2.040 -1.900 -4.233 -0.1790
S -0.957 -0.733 -3.972 0.6555
O 0.355 -1.106 -4.397 -0.2203
O -1.134 -0.195 -2.658 -0.2276
O -1.611 0.316 -5.040 -0.1873
H -3.246 0.299 -6.328 0.1366
H -1.896 -0.702 -6.843 0.1351
H -3.470 -2.299 -5.673 0.1386
H -3.831 -1.017 -4.492 0.1363
C -1.526 2.034 0.958 -0.1943
C -3.036 2.207 0.712 -0.1202
O -3.526 0.834 0.735 -0.2040
S -2.290 -0.222 0.847 0.6550
O -2.433 -1.350 -0.028 -0.2165
O -1.997 -0.424 2.239 -0.2344
O -1.252 0.850 0.217 -0.2307
H -1.296 1.954 2.017 0.1233
H -0.903 2.808 0.515 0.1337
H -3.383 2.594 -0.239 0.1291
H -3.419 2.789 1.550 0.1299
C 1.421 1.798 -1.725 -0.1463
C 1.748 0.353 -1.328 -0.1879
O 2.875 0.478 -0.468 -0.1746
S 2.483 1.692 0.551 0.6383
O 3.661 2.250 1.122 -0.1991
O 1.410 1.281 1.403 -0.2357
O 1.911 2.593 -0.640 -0.1921
H 0.349 1.939 -1.836 0.1152
H 1.948 2.057 -2.641 0.1350
H 1.938 -0.270 -2.198 0.1285
H 0.923 -0.105 -0.778 0.1081
```

Computed properties:
frontier orbital gap: 10.40 eV
highest occupied orbital energy: -10.27 eV
net charge: 0
E_tot: -73877.1998 eV



# 5
This record from the OMol25 dataset describes a 3-piece molecular cluster, C10H18O16S3 overall. The level of theory is ωB97M-V with the def2-TZVPD basis set.

The geometry in XYZ format:
```
47
Properties=species:S:1:pos:R:3:lowdin_charge:R:1
C 0.022 2.146 0.443 0.0164
C -0.531 0.652 0.369 -0.3634
O 0.333 -0.268 0.391 0.0453
O -1.896 0.266 0.331 -0.0332
C -2.630 0.935 -0.714 -0.0795
C -4.165 1.099 -0.164 -0.2851
C -4.873 2.528 -0.413 -0.0850
O -6.224 2.354 -0.914 -0.1653
O -6.823 3.578 -0.753 -0.0338
C -5.055 -0.234 -0.321 -0.0652
O -5.978 -0.188 0.839 -0.2326
S -5.120 0.379 2.154 0.7994
O -4.443 -0.613 3.051 -0.2624
O -5.865 1.525 2.794 -0.2902
O -3.910 1.155 1.294 -0.2331
H 0.438 2.279 1.510 0.1168
H -0.756 2.957 0.270 0.0808
H 0.898 2.213 -0.298 0.0952
H -2.277 1.992 -0.951 0.1259
H -2.709 0.345 -1.689 0.1537
H -4.921 3.071 0.606 0.1500
H -4.210 3.185 -1.082 0.1429
H -7.034 3.626 0.215 0.1277
H -4.501 -1.221 -0.104 0.1604
H -5.748 -0.310 -1.222 0.1560
C 4.667 0.260 0.898 -0.1698
C 3.378 0.312 0.096 -0.1836
O 3.311 1.649 -0.409 -0.2146
S 4.817 2.189 -0.678 0.6472
O 5.117 2.014 -2.068 -0.2334
O 4.974 3.442 -0.003 -0.2309
O 5.606 1.046 0.158 -0.1853
H 4.540 0.720 1.882 0.1404
H 5.034 -0.755 1.019 0.0987
H 2.502 0.085 0.701 0.1060
H 3.417 -0.371 -0.758 0.1308
C 3.891 -4.016 -1.712 -0.1658
C 2.710 -4.489 -0.878 -0.1674
O 3.232 -4.653 0.442 -0.1823
S 4.405 -3.561 0.687 0.6591
O 3.841 -2.443 1.385 -0.2312
O 5.575 -4.248 1.140 -0.2101
O 4.622 -3.130 -0.862 -0.1935
H 4.545 -4.850 -1.979 0.1346
H 3.574 -3.499 -2.618 0.1378
H 2.290 -5.425 -1.245 0.1377
H 1.925 -3.729 -0.838 0.1340
```

Computed properties:
frontier orbital gap: 11.06 eV
highest occupied orbital energy: -10.93 eV
SMILES: CC(=O)OC[C@@]1(COO)COS(=O)(=O)O1.O=S1(=O)OCCO1.O=S1(=O)OCCO1
net charge: 0
E_tot: -75919.0355 eV



# 6
This record from the OMol25 dataset describes a single C10H18O2 molecule. The level of theory is ωB97M-V with the def2-TZVPD basis set.

The geometry in XYZ format:
```
30
Properties=species:S:1:pos:R:3:lowdin_charge:R:1
C 1.191 -0.290 -3.495 -0.0846
C -0.016 -0.045 -2.575 -0.3110
C -0.441 -1.381 -1.767 -0.1337
C -1.070 -0.961 -0.480 -0.1065
C -0.096 -0.087 0.346 -0.4970
C 0.674 -0.891 1.369 -0.1074
C -0.101 -0.901 2.675 -0.1771
C -0.229 0.508 3.179 -0.1938
C -0.295 1.498 2.047 -0.2041
C 0.267 1.091 -1.594 -0.1820
H 2.096 -0.490 -2.865 0.0937
H 1.024 -1.180 -4.130 0.0772
H 1.404 0.584 -4.130 0.0745
H -0.928 0.182 -3.178 0.1407
H -0.963 -2.050 -2.427 0.1034
H 0.476 -1.968 -1.537 0.1210
H -1.342 -1.801 0.146 0.1151
H -2.027 -0.433 -0.655 0.1384
H 1.708 -0.546 1.507 0.1378
H 0.838 -1.897 1.033 0.1156
H 0.366 -1.629 3.356 0.1206
H -1.125 -1.261 2.456 0.1229
H -1.073 0.653 3.907 0.1242
H 0.636 0.878 3.742 0.1126
H -0.895 2.399 2.289 0.1330
H 0.748 1.853 1.832 0.1360
H 1.006 1.807 -2.016 0.1404
H -0.610 1.643 -1.351 0.1141
O -0.955 0.930 0.921 -0.0727
O 0.874 0.570 -0.446 -0.0513
```

Computed properties:
frontier orbital gap: 10.84 eV
highest occupied orbital energy: -9.88 eV
SMILES: C[C@H]1CC[C@@]2(CCCCO2)OC1
net charge: 0
E_tot: -14756.5755 eV